1.
Here is C3H4O2 in the gas phase at a distorted geometry from the OMol25 dataset. Energies are from ωB97M-V with the def2-TZVPD basis set.

Values from the calculation:
* frontier orbital gap (alpha / beta): 8.366 / 7.521 eV
* HOMO (alpha / beta): -8.602 / -8.336 eV

Cartesian coordinates (Å):
O -2.20 1.08 -0.89
C -1.12 0.57 -0.65
C -0.40 0.69 0.58
C 1.23 -0.96 0.18
O 0.76 0.07 0.77
H -0.57 0.01 -1.45
H -0.60 1.45 1.32
H 0.62 -1.53 -0.52
H 2.24 -1.23 0.46



2.
Here is C28H25CrN6SSi as an isolated structure at a distorted geometry from the OMol25 dataset. Energies are from ωB97M-V with the def2-TZVPD basis set.

Values from the calculation:
* frontier orbital gap (alpha / beta): 4.482 / 4.511 eV
* HOMO (alpha / beta): -8.740 / -8.733 eV
* spin multiplicity: 5
* charge: +1

Cartesian coordinates (Å):
Cr 0.10 -2.85 0.54
N 1.70 1.45 0.03
C 2.86 0.53 0.41
C 2.44 -0.80 0.99
N 1.41 -1.41 0.56
C 0.46 1.22 0.83
C -0.88 1.60 0.27
N -1.04 -1.32 0.55
C -2.41 -1.14 0.75
C -3.20 -0.07 0.96
N -1.82 2.12 1.09
H 2.03 2.42 -0.08
H 3.62 1.03 0.99
H 3.12 -1.26 1.70
H -2.96 -2.09 0.79
H -4.24 -0.36 1.10
H -1.49 2.51 1.96
C 3.73 2.07 -2.68
C 2.34 2.11 -3.15
C 1.35 1.46 -2.51
C 1.65 0.65 -1.31
C 3.13 0.27 -1.10
C 4.11 1.21 -1.73
Si 0.14 -0.36 -0.33
C -1.11 0.94 -0.91
C -2.17 0.91 -1.88
C -3.40 1.45 -1.98
C -4.23 2.16 -1.01
C -4.17 2.15 0.32
C -3.13 1.45 1.17
C 0.71 1.35 2.29
C 0.04 0.51 3.19
C 0.22 0.65 4.56
C 1.07 1.63 5.06
C 1.74 2.47 4.18
C 1.56 2.33 2.81
H 4.44 2.73 -3.14
H 2.12 2.70 -4.03
H 0.33 1.53 -2.85
H 3.40 -0.77 -1.32
H 5.14 1.15 -1.41
H -1.90 0.33 -2.77
H -3.88 1.31 -2.93
H -5.05 2.71 -1.45
H -4.92 2.71 0.87
H -3.45 1.58 2.21
H -0.62 -0.25 2.80
H -0.31 0.00 5.23
H 1.19 1.75 6.12
H 2.41 3.23 4.56
H 2.08 3.01 2.14
S -1.40 -4.72 0.89
C -0.77 -4.62 -0.67
N -1.54 -4.87 -1.77
C -1.03 -4.85 -3.03
C 0.28 -4.53 -3.21
C 1.04 -4.22 -2.07
N 0.54 -4.26 -0.84
H -2.51 -5.11 -1.61
H -1.71 -5.10 -3.83
H 0.72 -4.51 -4.19
H 2.08 -3.93 -2.15



3.
Here is a 12-piece molecular cluster, C15H54O12 overall at a distorted geometry from the OMol25 dataset. Energies are from ωB97M-V with the def2-TZVPD basis set.

Values from the calculation:
* frontier orbital gap: 9.041 eV
* HOMO: -9.484 eV
* SMILES string: CC(C)O.CC(C)O.CC(C)O.CC(C)O.CC(C)O.O.O.O.O.O.O.O

Cartesian coordinates (Å):
C 13.45 13.21 5.48
C 13.02 11.73 5.78
C 13.61 11.07 6.99
O 11.67 11.82 5.90
H 14.38 13.24 4.91
H 13.55 13.80 6.39
H 12.72 13.71 4.85
H 13.23 11.20 4.85
H 13.21 11.46 7.93
H 14.69 11.06 7.10
H 13.43 10.00 7.06
H 11.45 12.25 6.73
C 6.98 12.64 7.08
C 7.07 13.85 6.15
C 5.77 14.20 5.45
O 7.48 14.97 6.94
H 7.85 12.71 7.72
H 7.14 11.72 6.53
H 6.07 12.61 7.69
H 7.81 13.62 5.39
H 5.47 13.38 4.80
H 5.95 15.05 4.79
H 4.90 14.36 6.08
H 7.07 14.93 7.80
C 10.66 8.49 6.96
C 11.14 7.48 8.05
C 11.13 8.08 9.44
O 10.27 6.40 8.01
H 10.89 8.10 5.97
H 11.20 9.44 6.99
H 9.60 8.67 7.12
H 12.10 7.05 7.77
H 11.44 7.48 10.30
H 10.10 8.34 9.70
H 11.70 9.00 9.51
H 10.24 5.97 8.87
C 10.15 12.06 8.77
C 10.13 13.57 9.17
C 10.42 13.68 10.75
O 10.98 14.36 8.39
H 9.32 11.59 9.32
H 11.13 11.61 8.96
H 9.96 11.80 7.73
H 9.18 14.06 8.97
H 10.27 14.73 11.02
H 11.42 13.30 10.96
H 9.69 13.07 11.28
H 11.12 15.21 8.81
C 10.58 8.40 13.76
C 9.48 9.24 13.15
C 10.07 10.43 12.38
O 8.63 8.55 12.26
H 10.36 7.52 14.36
H 11.27 9.00 14.35
H 11.17 7.99 12.93
H 8.83 9.68 13.91
H 10.47 11.29 12.92
H 9.31 10.85 11.71
H 10.80 10.11 11.65
H 7.98 9.21 12.00
O 7.33 13.22 12.54
H 7.34 14.17 12.46
H 7.79 13.03 13.35
O 10.07 14.79 5.78
H 9.17 14.99 6.03
H 10.44 14.35 6.54
O 8.12 15.88 11.99
H 7.99 16.10 12.91
H 8.80 16.49 11.69
O 12.26 17.00 9.64
H 12.29 17.87 9.24
H 13.17 16.72 9.68
O 14.14 13.62 9.82
H 14.41 14.53 9.92
H 13.52 13.63 9.09
O 6.70 14.95 9.57
H 7.05 15.27 10.40
H 5.81 15.31 9.53
O 10.12 17.53 11.28
H 10.55 17.91 12.05
H 10.84 17.29 10.70



4.
Here is C33H28Cl3MnNO7S2 as an isolated structure at a distorted geometry from the OMol25 dataset. Energies are from ωB97M-V with the def2-TZVPD basis set.

Values from the calculation:
* frontier orbital gap (alpha / beta): 6.456 / 6.609 eV
* HOMO (alpha / beta): -5.863 / -6.028 eV
* spin multiplicity: 5
* charge: -1

Cartesian coordinates (Å):
Mn -0.02 -1.77 2.13
C 0.36 3.53 -1.31
C -0.10 2.17 -1.91
C -0.54 2.26 -3.36
O -1.18 1.69 -1.10
C -0.71 0.64 -0.26
C 0.57 0.18 -0.87
O 0.98 1.23 -1.79
C 1.77 -0.35 0.13
O 1.34 -1.41 0.87
C 2.82 -0.95 -0.80
C 3.35 -2.22 -0.47
C 4.48 -2.69 -1.11
C 5.09 -2.01 -2.18
C 4.43 -0.87 -2.64
C 3.34 -0.34 -1.97
C 2.41 0.74 0.99
C 2.48 0.70 2.44
C 3.22 1.62 3.13
C 3.71 2.82 2.56
C 3.54 2.96 1.18
C 2.89 1.94 0.44
C -1.83 -0.57 -0.03
O -1.55 -1.28 1.12
C -3.14 0.18 0.24
C -4.02 0.53 -0.78
C -5.31 0.98 -0.47
C -5.73 1.18 0.82
C -4.83 0.90 1.85
C -3.56 0.43 1.57
C -1.86 -1.55 -1.20
C -1.67 -2.97 -1.09
C -2.06 -3.78 -2.14
C -2.59 -3.22 -3.32
C -2.65 -1.84 -3.50
C -2.14 -1.03 -2.47
H -0.37 4.29 -1.60
H 1.36 3.89 -1.68
H 0.32 3.48 -0.24
H -1.37 2.96 -3.52
H -0.82 1.27 -3.70
H 0.28 2.58 -4.04
H -0.50 1.03 0.74
H 0.41 -0.73 -1.46
H 2.91 -2.79 0.33
H 4.93 -3.61 -0.77
H 5.99 -2.43 -2.64
H 4.70 -0.36 -3.54
H 2.80 0.52 -2.39
H 2.01 -0.12 2.99
H 3.47 1.37 4.16
H 4.29 3.56 3.11
H 3.97 3.79 0.66
H 2.79 2.08 -0.65
H -3.80 0.38 -1.82
H -5.98 1.20 -1.30
H -6.74 1.56 1.06
H -5.11 1.00 2.89
H -2.89 0.34 2.42
H -1.18 -3.42 -0.24
H -2.01 -4.85 -2.05
H -2.92 -3.89 -4.10
H -3.03 -1.37 -4.42
H -2.08 0.08 -2.62
Cl -2.73 2.64 5.42
C -1.30 2.43 4.61
Cl 0.08 3.10 5.41
Cl -1.46 3.40 2.87
C -1.02 1.18 3.95
N -0.58 0.18 3.51
O 2.22 -5.19 2.38
S 0.86 -4.74 2.73
O 0.11 -3.97 1.58
O 0.07 -5.80 3.35
S 1.01 -2.88 3.95



5.
Here is C21H56BCuF4O21S7 as an isolated structure at a distorted geometry from the OMol25 dataset. Energies are from ωB97M-V with the def2-TZVPD basis set.

Values from the calculation:
* frontier orbital gap (alpha / beta): 11.637 / 7.364 eV
* HOMO (alpha / beta): -13.250 / -13.249 eV
* spin multiplicity: 2
* charge: +1

Cartesian coordinates (Å):
Cu 0.22 0.56 0.09
B 2.77 0.63 1.42
F 2.54 0.64 -0.01
F 1.56 0.34 2.03
F 3.71 -0.32 1.80
F 3.12 1.95 1.70
O -1.55 -0.69 -1.11
S -2.50 -1.77 -1.22
O -2.16 -3.02 -1.85
O -3.01 -2.11 0.29
C -3.68 -3.36 0.47
C -4.36 -3.40 1.82
C -4.02 -1.09 -1.83
H -2.95 -4.16 0.44
H -4.39 -3.54 -0.35
H -3.63 -3.17 2.59
H -4.63 -4.45 1.97
H -5.21 -2.72 1.87
H -4.36 -0.41 -1.05
H -4.69 -1.90 -2.11
H -3.79 -0.52 -2.73
O 1.76 4.29 -2.61
S 2.10 2.91 -2.39
O 1.24 2.06 -1.62
O 2.29 2.21 -3.83
C 2.92 2.99 -4.88
C 3.17 2.03 -6.04
C 3.81 2.81 -1.80
H 3.87 3.43 -4.59
H 2.18 3.73 -5.18
H 2.28 1.43 -6.21
H 3.96 1.31 -5.82
H 3.41 2.55 -6.96
H 4.53 3.02 -2.59
H 4.01 1.84 -1.35
H 3.89 3.45 -0.92
O 0.36 -4.00 0.32
S 0.65 -2.94 1.26
O 0.43 -1.56 0.88
O -0.12 -3.23 2.66
C 0.16 -4.53 3.20
C -1.08 -5.41 3.27
C 2.42 -3.14 1.68
H 0.65 -4.40 4.17
H 0.99 -5.07 2.74
H -1.40 -5.70 2.28
H -1.89 -4.84 3.73
H -0.89 -6.27 3.91
H 2.60 -2.77 2.68
H 2.97 -2.66 0.88
H 2.51 -4.22 1.62
O 0.02 2.72 1.01
S -0.34 4.09 1.23
O -1.66 4.50 0.80
O -0.24 4.45 2.79
C 0.78 3.74 3.55
C 1.40 4.72 4.54
C 0.85 5.22 0.42
H 1.60 3.26 3.01
H 0.19 2.99 4.08
H 0.65 5.26 5.12
H 2.07 5.39 4.01
H 1.91 4.12 5.30
H 0.77 6.20 0.89
H 0.62 5.32 -0.63
H 1.85 4.86 0.67
O -1.26 0.44 1.76
S -1.48 0.62 3.18
O -1.92 1.90 3.70
O -2.61 -0.46 3.53
C -3.23 -0.35 4.85
C -4.61 0.24 4.62
C -0.14 -0.05 4.14
H -2.67 0.27 5.55
H -3.13 -1.34 5.29
H -4.59 1.28 4.31
H -5.29 0.15 5.48
H -5.04 -0.39 3.85
H 0.64 0.71 4.23
H 0.26 -0.87 3.55
H -0.46 -0.43 5.11
O -3.90 2.51 -1.51
S -2.51 2.48 -1.88
O -1.50 1.93 -1.00
O -2.40 1.65 -3.28
C -1.12 1.38 -3.81
C -1.21 0.37 -4.94
C -2.02 4.14 -2.45
H -0.48 0.96 -3.03
H -0.56 2.24 -4.18
H -2.03 0.64 -5.61
H -1.58 -0.62 -4.65
H -0.26 0.24 -5.45
H -2.34 4.87 -1.71
H -2.54 4.31 -3.39
H -0.94 4.08 -2.50
O 0.94 -0.69 -1.79
S 1.93 -1.51 -2.43
O 3.03 -0.99 -3.20
O 2.52 -2.52 -1.29
C 3.70 -3.28 -1.61
C 3.44 -4.77 -1.42
C 0.94 -2.67 -3.41
H 4.45 -2.96 -0.88
H 4.06 -3.05 -2.61
H 2.80 -5.23 -2.17
H 3.22 -4.93 -0.36
H 4.38 -5.34 -1.47
H 0.24 -3.10 -2.69
H 1.66 -3.40 -3.78
H 0.39 -2.15 -4.19



6.
Here is C2H5F2PS in the gas phase at a distorted geometry from the OMol25 dataset. Energies are from ωB97M-V with the def2-TZVPD basis set.

Values from the calculation:
* frontier orbital gap: 10.155 eV
* HOMO: -9.891 eV
* SMILES string: CCP(F)(F)=S

Cartesian coordinates (Å):
C -0.07 -0.56 -0.90
C 0.47 -0.01 0.43
P 2.55 0.24 0.11
F 2.88 1.04 1.50
F 2.47 1.60 -0.70
S 3.99 -0.93 -0.36
H 0.59 -0.14 -1.63
H -0.10 -1.62 -0.94
H -1.07 0.04 -1.01
H 0.63 -0.60 1.38
H 0.06 0.95 0.73



7.
Here is a 5-piece molecular cluster, C24H29ClN2O6 overall at a distorted geometry from the OMol25 dataset. Energies are from ωB97M-V with the def2-TZVPD basis set.

Values from the calculation:
* frontier orbital gap: 6.813 eV
* HOMO: -7.338 eV

Cartesian coordinates (Å):
C 1.21 -2.64 1.58
C 0.54 -2.23 2.89
N 1.08 -1.04 3.53
C 0.70 0.18 3.04
C 1.52 1.20 3.70
N 2.29 0.54 4.54
C 2.06 -0.82 4.38
C 3.18 1.17 5.55
H 0.78 -3.34 0.97
H 2.23 -2.87 1.78
H 1.16 -1.83 0.98
H 0.64 -3.25 3.58
H -0.52 -2.24 2.79
H 0.15 0.39 2.11
H 1.43 2.14 3.76
H 2.45 -1.46 5.10
H 4.07 0.62 5.28
H 2.71 1.00 6.46
H 3.35 2.10 5.51
Cl -0.83 0.86 -0.26
C -1.86 5.72 -3.94
C -1.84 4.59 -2.97
C -2.85 4.36 -2.01
C -3.80 5.27 -2.06
C -3.94 6.46 -2.95
C -2.93 6.68 -3.87
O -3.01 7.66 -4.74
O -2.82 3.40 -1.14
H -1.03 5.80 -4.66
H -1.02 4.13 -3.14
H -4.72 5.06 -1.40
H -4.51 7.17 -2.71
H -2.53 7.65 -5.50
H -1.93 3.01 -1.11
C -4.65 -4.47 -0.08
C -4.67 -3.07 0.30
C -3.46 -2.37 0.22
C -2.32 -2.95 -0.28
C -2.32 -4.27 -0.71
C -3.45 -5.02 -0.64
O -3.61 -6.35 -1.02
O -3.49 -0.95 0.49
H -5.51 -4.89 0.08
H -5.59 -2.78 0.62
H -1.41 -2.38 -0.42
H -1.43 -4.82 -1.03
H -2.93 -6.86 -0.59
H -2.80 -0.26 0.09
C 4.99 -2.04 -1.75
C 3.52 -2.30 -1.76
C 2.67 -1.31 -1.74
C 3.13 0.05 -1.41
C 4.47 0.28 -1.30
C 5.46 -0.80 -1.42
O 6.82 -0.59 -1.18
O 1.34 -1.45 -1.88
H 5.49 -2.89 -1.99
H 3.02 -3.18 -2.05
H 2.32 0.92 -1.28
H 4.84 1.34 -1.14
H 7.58 -1.19 -1.53
H 0.57 -0.85 -1.67



8.
Here is C14H35ClN2O as an isolated structure at a distorted geometry from the OMol25 dataset. Energies are from ωB97M-V with the def2-TZVPD basis set.

Values from the calculation:
* frontier orbital gap: 7.323 eV
* HOMO: -7.272 eV

Cartesian coordinates (Å):
C -92.72 -46.25 -13.02
C -93.67 -45.07 -13.47
N -92.98 -43.87 -14.05
C -92.19 -43.16 -12.99
C -91.97 -44.27 -15.11
C -92.67 -45.05 -16.34
C -94.02 -43.08 -14.64
C -94.92 -42.19 -13.77
O -95.99 -41.73 -14.53
C -96.84 -40.83 -13.87
H -93.29 -47.03 -12.57
H -92.15 -45.89 -12.17
H -92.09 -46.41 -13.85
H -94.22 -44.66 -12.56
H -94.49 -45.37 -14.27
H -91.35 -43.60 -12.38
H -92.63 -42.59 -12.15
H -91.69 -42.31 -13.59
H -91.18 -44.97 -14.74
H -91.45 -43.41 -15.41
H -91.62 -45.75 -16.78
H -93.26 -44.48 -17.00
H -93.23 -45.85 -15.94
H -94.75 -43.45 -15.36
H -93.30 -42.37 -15.14
H -94.24 -41.42 -13.52
H -95.36 -42.76 -12.88
H -96.44 -39.98 -13.24
H -97.40 -41.37 -12.95
H -97.59 -40.55 -14.57
Cl -93.88 -43.57 -9.88
C -96.08 -46.53 -11.13
C -95.84 -47.78 -10.40
N -96.36 -49.00 -11.12
C -95.96 -50.36 -10.50
C -96.41 -50.54 -8.97
C -97.87 -49.02 -11.26
C -98.43 -49.96 -12.28
H -95.75 -46.67 -12.14
H -95.38 -45.86 -10.85
H -97.20 -46.24 -11.23
H -96.39 -47.85 -9.43
H -94.86 -47.83 -10.15
H -95.06 -50.48 -10.40
H -96.10 -51.20 -11.18
H -97.50 -50.59 -8.98
H -95.99 -49.85 -8.36
H -96.31 -51.67 -8.59
H -98.09 -48.01 -11.75
H -98.53 -48.99 -10.43
H -99.45 -49.75 -12.69
H -98.44 -51.08 -12.09
H -97.67 -49.84 -13.03



9.
Here is C5H6O as an isolated structure from the OMol25 dataset. Energies are from ωB97M-V with the def2-TZVPD basis set.

Values from the calculation:
* frontier orbital gap: 8.583 eV
* HOMO: -8.635 eV

Cartesian coordinates (Å):
C -0.83 0.37 0.07
C -0.93 -1.20 -0.22
C 0.54 -1.63 -0.14
C 0.76 -0.31 0.02
C 1.75 0.70 0.15
O 1.34 1.88 0.21
H -1.26 0.60 1.04
H 0.08 1.30 0.11
H -1.34 0.92 -0.73
H -1.34 -1.38 -1.22
H -1.58 -1.69 0.52
H 2.80 0.45 0.19



10.
Here is a 2-piece molecular cluster, C4H12N3 overall at a distorted geometry from the OMol25 dataset. Energies are from ωB97M-V with the def2-TZVPD basis set.

Values from the calculation:
* frontier orbital gap: 4.944 eV
* HOMO: -13.341 eV
* charge: +1

Cartesian coordinates (Å):
C 1.31 1.03 -0.44
C 1.52 -0.46 0.07
C 2.90 -0.71 0.65
N -3.98 0.08 0.06
C -2.83 -0.72 0.11
N -1.71 -0.22 0.36
N 0.01 1.16 -0.97
H 2.04 1.34 -1.19
H 1.40 1.74 0.40
H 1.45 -1.12 -0.79
H 0.68 -0.61 0.75
H 3.00 -0.27 1.64
H 3.73 -0.20 0.12
H -4.82 -0.46 0.04
H -3.99 0.68 0.87
H -3.07 -1.79 0.08
H 3.27 -1.73 0.57
H -0.14 1.50 -1.91
H -0.76 0.75 -0.43



Let's list relative energy (zero: lowest compared OMol25 entry of this formula, charge and spin) in order: 83.9, 182.2, 28.6, 18.9, 33.9, 2.0, 36.8, 0.0, 138.5, 158.5 kcal per mole.